1.
{"formula": "C12H20F12N2O13S4V", "method": "the ωB97M-V functional and the def2-TZVPD basis", "e_above_lowest_kcal_mol": 0.0, "e_homo_ev": [-9.582, -9.583], "gap_ev": [8.2205, 8.7347], "largest_force_ev_per_a": 2.09, "spin_multiplicity": 2, "total_charge": 0, "elements": ["O", "V", "C", "F", "F", "F", "S", "O", "O", "N", "S", "O", "O", "C", "F", "F", "F", "C", "F", "F", "F", "S", "O", "O", "N", "S", "O", "O", "C", "F", "F", "F", "C", "O", "C", "C", "O", "C", "H", "H", "H", "H", "H", "H", "H", "H", "H", "H", "C", "O", "C", "C", "O", "C", "H", "H", "H", "H", "H", "H", "H", "H", "H", "H"], "coordinates": [[0.678, -0.341, -0.588], [-0.774, -0.084, -0.100], [-3.894, 0.873, -2.625], [-4.175, 1.803, -1.720], [-4.432, -0.281, -2.215], [-4.400, 1.208, -3.790], [-2.052, 0.616, -2.811], [-1.838, -0.778, -2.520], [-1.678, 1.117, -4.069], [-1.400, 1.361, -1.492], [-1.208, 2.980, -1.590], [-2.068, 3.554, -2.563], [-1.228, 3.503, -0.267], [0.532, 3.174, -2.151], [0.749, 2.458, -3.248], [0.725, 4.470, -2.422], [1.339, 2.790, -1.182], [-0.900, 1.946, 3.461], [-0.232, 2.780, 4.242], [-1.664, 1.134, 4.174], [-1.656, 2.649, 2.609], [0.368, 1.018, 2.454], [0.508, 1.763, 1.232], [1.472, 0.761, 3.279], [-0.443, -0.366, 1.953], [-0.453, -1.603, 3.005], [-0.188, -1.230, 4.351], [-1.620, -2.392, 2.745], [1.015, -2.628, 2.519], [2.000, -1.856, 2.076], [1.426, -3.338, 3.546], [0.668, -3.464, 1.526], [4.498, 2.416, 0.789], [4.607, 1.388, -0.146], [4.270, 0.162, 0.412], [4.244, -0.922, -0.634], [3.348, -0.559, -1.649], [3.262, -1.509, -2.665], [5.111, 2.259, 1.686], [3.451, 2.562, 1.096], [4.823, 3.347, 0.322], [3.281, 0.213, 0.899], [4.989, -0.118, 1.199], [3.887, -1.825, -0.110], [5.261, -1.103, -1.012], [4.208, -1.593, -3.225], [2.514, -1.175, -3.383], [3.005, -2.513, -2.297], [-3.499, 0.823, 1.046], [-2.843, -0.212, 0.280], [-3.512, -1.481, 0.416], [-2.672, -2.548, -0.226], [-1.303, -2.168, -0.256], [-0.500, -3.089, -1.016], [-3.029, 1.774, 0.801], [-3.370, 0.598, 2.105], [-4.549, 0.875, 0.766], [-4.480, -1.376, -0.070], [-3.636, -1.702, 1.478], [-2.973, -2.769, -1.253], [-2.738, -3.472, 0.352], [-0.884, -3.145, -2.032], [-0.464, -4.042, -0.490], [0.511, -2.692, -1.004]], "forces_ev_per_a": [[-0.750, -0.475, -0.036], [2.069, 0.075, 0.251], [0.213, -0.036, 0.146], [-0.099, 0.017, -0.056], [-0.198, 0.064, -0.129], [-0.200, 0.027, -0.089], [0.473, -0.687, 1.241], [-0.170, -0.068, 0.048], [0.133, 0.600, -0.786], [-0.593, 0.078, -1.298], [-0.260, 0.539, 0.704], [-0.027, -0.188, -0.589], [0.085, -0.125, 0.444], [-0.093, 0.296, -0.294], [0.122, 0.053, 0.118], [0.043, -0.358, 0.095], [0.203, -0.034, -0.126], [0.274, 0.292, -0.455], [-0.255, -0.094, 0.093], [0.003, 0.221, -0.005], [0.039, -0.200, 0.452], [-1.031, -0.970, -1.065], [-0.472, -0.126, -0.227], [0.914, 0.021, 0.762], [0.541, 1.181, 0.979], [-0.911, -0.771, 0.342], [0.228, 0.431, -0.033], [0.207, -0.038, -0.407], [-0.158, -0.046, -0.739], [0.080, 0.009, 0.108], [0.046, -0.083, 0.224], [0.105, 0.092, 0.247], [-0.282, 0.810, 0.222], [0.360, 0.107, -0.349], [-0.336, -0.418, 0.405], [-0.023, 0.073, 0.403], [0.044, 0.062, 0.063], [0.269, -0.134, -0.595], [-0.014, -0.177, -0.054], [0.099, -0.125, 0.074], [0.057, -0.109, -0.086], [0.043, 0.090, -0.124], [-0.017, -0.044, -0.047], [0.167, -0.126, -0.201], [-0.137, -0.007, -0.172], [-0.019, -0.041, 0.182], [-0.135, -0.021, 0.153], [-0.072, 0.084, 0.081], [0.192, -0.095, -0.101], [-0.842, -0.101, 0.182], [0.022, 0.528, 0.473], [0.120, -0.820, -0.597], [0.409, 0.652, 0.162], [0.345, 0.265, 0.279], [0.084, -0.069, -0.044], [-0.151, 0.035, 0.026], [-0.041, -0.105, 0.053], [-0.075, -0.232, 0.032], [-0.003, 0.164, -0.014], [-0.100, 0.210, 0.013], [-0.114, 0.016, 0.056], [-0.014, -0.139, -0.008], [-0.341, -0.129, -0.202], [-0.054, 0.099, -0.182]], "lowdin_charge": [-0.2085, 0.9498, -0.6511, 0.1465, 0.1344, 0.1800, 0.6584, -0.2766, -0.2114, -0.3555, 0.6153, -0.2338, -0.2516, -0.6729, 0.1583, 0.1524, 0.1613, -0.6538, 0.1712, 0.1587, 0.1351, 0.6592, -0.2878, -0.2134, -0.3405, 0.6287, -0.2378, -0.2492, -0.6552, 0.1469, 0.1806, 0.1257, -0.1148, -0.1552, -0.2339, -0.2131, -0.1859, -0.1229, 0.0916, 0.0835, 0.0909, 0.1090, 0.1354, 0.1238, 0.1330, 0.0915, 0.0900, 0.0847, -0.0263, -0.3331, -0.1336, -0.1544, -0.3063, -0.0348, 0.0814, 0.0993, 0.1088, 0.1333, 0.1265, 0.1333, 0.1449, 0.1053, 0.1018, 0.0825]}



2.
{"formula": "C12H20K2N3O7S", "method": "the ωB97M-V functional and the def2-TZVPD basis", "e_above_lowest_kcal_mol": 135.8, "e_homo_ev": -10.362, "gap_ev": 6.3385, "largest_force_ev_per_a": 5.67, "spin_multiplicity": 1, "total_charge": 1, "elements": ["K", "K", "C", "O", "H", "H", "H", "C", "N", "O", "O", "H", "H", "H", "C", "C", "O", "S", "O", "O", "O", "H", "H", "H", "H", "N", "C", "C", "C", "C", "H", "H", "H", "H", "H", "N", "C", "C", "C", "C", "H", "H", "H", "H", "H"], "coordinates": [[-1.865, 0.048, 2.458], [-0.107, -3.147, 2.585], [0.462, -1.003, 1.207], [0.116, -0.814, 2.566], [0.865, -0.092, 0.766], [1.210, -1.791, 1.117], [-0.397, -1.377, 0.649], [2.856, -2.867, 0.475], [2.322, -3.966, 1.253], [2.118, -3.826, 2.437], [2.418, -5.056, 0.637], [2.379, -2.885, -0.505], [3.906, -3.107, 0.308], [2.659, -1.838, 0.777], [1.210, 0.149, -1.959], [-0.162, -0.475, -2.249], [-1.085, 0.532, -2.356], [-0.330, 2.032, -2.361], [-0.605, 2.643, -1.061], [-0.543, 2.879, -3.559], [1.147, 1.448, -2.428], [2.040, -0.260, -2.534], [1.390, 0.145, -0.884], [-0.483, -1.137, -1.444], [-0.296, -0.878, -3.253], [0.921, 4.214, 1.820], [0.797, 3.640, 0.563], [0.757, 2.281, 0.630], [1.174, 2.005, 1.938], [1.300, 3.161, 2.677], [1.056, 5.190, 2.042], [0.386, 4.223, -0.249], [0.395, 1.623, -0.145], [1.309, 1.051, 2.427], [1.534, 3.349, 3.714], [-2.246, -1.365, -0.540], [-3.505, -1.641, -0.848], [-4.280, -0.492, -0.964], [-3.328, 0.534, -1.094], [-2.097, 0.017, -0.624], [-1.566, -2.071, -0.296], [-3.796, -2.680, -0.795], [-5.344, -0.435, -1.141], [-3.541, 1.557, -1.366], [-1.149, 0.479, -0.392]], "forces_ev_per_a": [[-2.307, 1.629, -0.011], [-1.422, -0.948, 1.030], [-0.050, 0.071, 2.189], [1.915, -0.827, -0.985], [-0.063, -0.241, -0.065], [-0.520, 0.423, -0.120], [-0.001, 0.271, -0.423], [0.584, 1.353, -2.148], [2.464, -2.780, -1.709], [0.173, -0.416, 0.275], [-1.227, 2.022, 1.814], [0.057, -0.496, -0.098], [-0.036, 0.158, 0.232], [0.910, -0.703, 0.905], [0.375, -1.315, 0.005], [1.188, -1.394, -1.662], [1.171, 4.648, -2.496], [-1.605, 3.157, -1.860], [-2.187, -1.060, -5.119], [0.433, -2.941, 2.983], [-0.714, 1.913, -0.407], [-0.150, -0.595, 0.340], [0.388, -0.039, -0.312], [0.722, -0.004, -0.814], [1.027, -1.199, 0.226], [1.684, -2.036, -0.038], [-1.917, 2.152, -0.003], [1.811, -0.113, 1.624], [0.428, -0.705, 2.361], [-0.946, 0.915, -1.054], [-0.040, -0.190, -0.322], [0.546, 0.340, 0.291], [1.301, 0.122, 1.596], [0.000, -0.099, -0.175], [0.040, -0.149, -0.142], [0.350, 1.722, 0.496], [-3.299, -1.681, 0.819], [1.064, -1.235, -1.533], [0.935, 0.155, 2.624], [-2.024, -0.047, 1.466], [-0.362, 0.350, -0.257], [-0.329, 0.059, -0.110], [0.171, -0.106, -0.167], [0.217, 0.051, 0.243], [-0.754, -0.192, 0.509]], "lowdin_charge": [0.9413, 1.0246, -0.3850, -0.7086, 0.0464, -0.0072, 0.0213, 0.0200, -0.4229, -0.0538, 0.0993, 0.1157, 0.1334, 0.0898, -0.1615, -0.1865, -0.2566, 0.7891, -0.3222, -0.2130, -0.1517, 0.1517, 0.0906, 0.0933, 0.1567, 0.0464, -0.1133, -0.1416, -0.1203, -0.0916, 0.1481, 0.1188, 0.0347, 0.0768, 0.1072, -0.0316, -0.1505, -0.0540, -0.0461, -0.2347, 0.1241, 0.1155, 0.1064, 0.1185, 0.0831]}



3.
{"formula": "C12H20MgN2O2", "method": "the ωB97M-V functional and the def2-TZVPD basis", "e_above_lowest_kcal_mol": 0.0, "e_homo_ev": [-6.824, -6.825], "gap_ev": [6.6332, 6.6336], "largest_force_ev_per_a": 5.14, "spin_multiplicity": 1, "total_charge": 0, "elements": ["C", "C", "C", "H", "C", "H", "H", "H", "C", "H", "H", "C", "H", "H", "C", "H", "H", "C", "H", "H", "Mg", "H", "C", "C", "N", "O", "C", "C", "N", "O", "H", "H", "H", "H", "H", "H", "H"], "coordinates": [[-1.338, -0.643, -1.067], [1.530, -0.044, -1.865], [-1.997, 0.227, -2.020], [-1.920, -1.029, -0.225], [1.143, 1.268, -1.652], [2.557, -0.344, -1.603], [-2.419, -0.430, -2.806], [1.831, 1.949, -1.116], [-1.197, 1.248, -2.883], [-1.926, 2.004, -3.228], [-0.882, 0.713, -3.787], [-0.499, -1.694, -1.792], [-1.113, -2.187, -2.574], [-0.150, -2.509, -1.132], [0.729, -1.103, -2.588], [0.383, -0.749, -3.571], [1.425, -1.937, -2.797], [0.005, 2.024, -2.311], [0.413, 2.637, -3.138], [-0.371, 2.767, -1.596], [0.439, 0.098, -0.156], [-2.916, 0.610, -1.569], [-0.453, 0.639, 4.093], [0.092, 0.266, 2.756], [-0.404, 0.811, 1.643], [-1.566, 1.554, 1.976], [1.103, -0.737, 2.582], [1.746, -1.484, 3.699], [1.431, -1.028, 1.290], [2.252, -1.966, 1.049], [-1.108, 1.509, 3.995], [0.362, 0.859, 4.798], [-1.040, -0.194, 4.511], [-1.886, 1.927, 1.136], [1.518, -2.559, 3.624], [2.839, -1.359, 3.658], [1.384, -1.115, 4.664]], "forces_ev_per_a": [[2.496, -0.630, 1.079], [1.272, 1.796, -2.471], [-1.668, -0.034, -1.378], [-0.169, -0.065, -0.455], [1.707, -0.139, -2.548], [-0.606, 0.201, 0.548], [-0.276, 0.100, -0.253], [-0.069, -0.558, -0.178], [-0.372, 0.204, -0.215], [0.367, -0.229, 0.025], [0.008, 0.307, 0.165], [-0.606, -0.408, 0.132], [0.228, -0.034, 0.083], [-0.014, 0.426, -0.098], [0.528, -0.571, -0.274], [0.137, 0.061, 0.543], [-0.328, 0.385, 0.109], [-0.850, -0.090, 0.395], [0.173, -0.356, 0.359], [0.065, -0.049, 0.052], [-2.794, -1.442, 4.069], [0.249, 0.787, 0.055], [-0.154, -0.037, 0.414], [-0.701, 0.684, -2.039], [0.254, -0.042, 2.439], [-0.061, 0.459, -0.978], [0.939, -0.563, -1.640], [-0.007, -0.003, 0.179], [-0.277, 0.070, 1.814], [-0.097, 0.393, 0.080], [0.272, -0.295, 0.210], [-0.195, -0.115, -0.236], [0.177, 0.223, -0.099], [0.299, -0.353, 0.271], [0.190, 0.260, 0.010], [-0.254, -0.184, 0.008], [0.138, -0.159, -0.175]], "lowdin_charge": [-0.3329, -0.1412, -0.2824, 0.0873, -0.1522, 0.1375, 0.1000, 0.1344, -0.1850, 0.1129, 0.0928, -0.2285, 0.1085, 0.1128, -0.1618, 0.1103, 0.1214, -0.1734, 0.1302, 0.1125, 0.6118, 0.1049, -0.0147, -0.2626, -0.0517, -0.0823, -0.2845, -0.0449, -0.1607, -0.1308, 0.0759, 0.0918, 0.1069, 0.0987, 0.0885, 0.0863, 0.0641]}